No. 1
{
  "formula": "C18H21N9O",
  "method": "the ωB97M-V functional and the def2-TZVPD basis",
  "relative_energy_kcal_mol": 63.4,
  "e_lumo_ev": 0.604,
  "max_force_ev_per_a": 6.2,
  "gap_ev": 7.892,
  "energy_ev": -34460.55175,
  "homo_ev": -7.3,
  "species": ["C", "N", "C", "C", "C", "N", "C", "C", "C", "C", "N", "C", "O", "C", "N", "C", "C", "C", "C", "N", "C", "C", "C", "N", "N", "C", "N", "N", "H", "H", "H", "H", "H", "H", "H", "H", "H", "H", "H", "H", "H", "H", "H", "H", "H", "H", "H", "H", "H"],
  "positions_angstrom": [[2.51476, -4.25610, 2.08685], [1.54821, -3.27892, 2.46510], [0.95951, -2.38477, 1.67490], [0.46886, -1.39923, 2.38041], [-0.21997, -0.37564, 1.67005], [-0.82766, 0.81752, 2.16554], [-0.96679, 1.25218, 3.58224], [-1.39112, 0.37225, 4.55425], [-1.03262, 0.63959, 5.87240], [-0.27599, 1.73559, 6.12768], [-0.20174, 2.77788, 5.36985], [-0.45745, 2.49284, 4.09853], [-0.02847, 3.40254, 3.13105], [0.55679, 4.61186, 3.54140], [-0.26841, -0.33639, 0.33161], [0.40485, -1.30321, -0.34433], [0.46809, -1.38969, -1.63626], [0.09449, -0.42418, -2.63496], [-0.46254, -0.81517, -3.84223], [-0.89396, 0.36570, -4.46462], [-1.52906, 0.52512, -5.76887], [-0.78328, -0.22398, -6.87323], [-1.62143, 2.01398, -6.09601], [-0.44191, 1.38318, -3.61643], [0.04558, 0.98371, -2.51048], [1.38371, -2.55050, -1.78245], [1.63515, -3.12442, -0.59676], [0.90864, -2.36375, 0.26106], [2.44661, -4.51848, 1.04145], [3.53446, -3.97106, 2.23442], [2.29877, -5.16867, 2.73517], [1.63496, -2.99715, 3.44651], [0.42995, -1.33578, 3.48389], [-0.65172, 1.47566, 1.37373], [-2.09717, -0.43540, 4.41290], [-1.36398, -0.08536, 6.63460], [-0.02918, 1.87876, 7.21819], [-0.00546, 5.08844, 4.29125], [0.60429, 5.31641, 2.73898], [1.56472, 4.30484, 3.83786], [-0.50745, -1.83210, -4.24273], [-2.55854, 0.24116, -5.58600], [-1.21285, 0.04107, -7.84748], [-0.77923, -1.30331, -6.74360], [0.26424, 0.24234, -6.96044], [-1.98724, 1.98096, -7.13357], [-2.29171, 2.51270, -5.37944], [-0.56139, 2.49489, -6.04856], [1.68171, -3.07788, -2.65346]]
}

No. 2
{
  "formula": "C18H21NO",
  "method": "the ωB97M-V functional and the def2-TZVPD basis",
  "relative_energy_kcal_mol": 108.2,
  "e_lumo_ev": 0.626,
  "max_force_ev_per_a": 6.2,
  "gap_ev": 8.198,
  "energy_ev": -22540.92815,
  "homo_ev": -7.6,
  "species": ["C", "C", "C", "C", "N", "C", "C", "C", "C", "C", "C", "H", "H", "H", "H", "H", "H", "H", "H", "H", "H", "H", "C", "C", "C", "C", "C", "C", "O", "C", "C", "H", "H", "H", "H", "H", "H", "H", "H", "H", "H"],
  "positions_angstrom": [[2.62071, 0.22367, -3.81588], [2.03928, -1.11435, -3.19029], [2.06938, -1.11546, -1.72865], [2.34193, -0.05548, -0.90231], [2.36387, -0.42172, 0.41416], [2.15719, -1.81187, 0.48927], [2.33023, -2.70689, 1.58313], [1.93929, -4.04371, 1.28480], [1.29229, -4.38610, 0.16405], [1.32390, -3.44474, -0.99784], [1.80176, -2.19267, -0.87577], [1.94202, 0.72251, -4.45224], [3.45862, 0.01710, -4.47544], [3.05190, 0.91431, -3.11174], [0.94366, -1.30222, -3.53380], [2.50051, -1.97819, -3.69962], [2.61796, 0.96426, -1.28677], [2.74805, 0.21521, 1.16057], [2.71003, -2.28686, 2.52667], [2.20338, -4.66225, 2.01526], [0.80754, -5.22305, -0.17729], [0.81783, -3.64636, -1.94179], [-3.77347, -0.76867, 1.46526], [-2.48001, -0.27993, 0.86684], [-2.20290, 1.18599, 0.76684], [-3.14226, 2.00311, 0.09581], [-3.15409, 3.40625, 0.08376], [-2.13110, 4.00344, 0.89176], [-2.09089, 5.38218, 0.92258], [-1.24312, 3.20244, 1.58207], [-1.26982, 1.87622, 1.53357], [-4.66657, -0.78664, 0.86379], [-3.99572, -0.26782, 2.38060], [-3.81411, -1.81319, 1.69873], [-1.62229, -0.53550, 1.53389], [-2.24849, -0.69667, -0.15354], [-4.11258, 1.76016, -0.67403], [-3.97844, 4.08014, -0.48134], [-1.32839, 5.68377, 1.53041], [-0.46225, 3.74486, 2.20747], [-0.50770, 1.10353, 2.01196]]
}

No. 3
{
  "formula": "C18H21NOS",
  "method": "the ωB97M-V functional and the def2-TZVPD basis",
  "relative_energy_kcal_mol": 8.0,
  "e_lumo_ev": 0.702,
  "max_force_ev_per_a": 0.8,
  "gap_ev": 8.720,
  "energy_ev": -33380.49605,
  "homo_ev": -8.0,
  "species": ["C", "C", "C", "C", "N", "C", "O", "C", "S", "C", "C", "C", "C", "C", "C", "C", "C", "C", "C", "C", "C", "H", "H", "H", "H", "H", "H", "H", "H", "H", "H", "H", "H", "H", "H", "H", "H", "H", "H", "H", "H", "H"],
  "positions_angstrom": [[-5.13549, -0.91690, 0.86856], [-4.33400, -0.50926, -0.36272], [-4.23977, 1.00622, -0.55267], [-3.56105, 1.74283, 0.60765], [-2.24670, 1.21242, 0.89698], [-1.14598, 1.64114, 0.24378], [-1.10721, 2.62069, -0.46135], [0.07935, 0.74901, 0.49928], [1.43787, 1.54373, -0.43721], [2.86766, 0.59414, -0.01094], [2.87778, -0.49842, 0.84390], [4.06744, -1.15830, 1.10300], [5.24949, -0.74115, 0.51936], [5.23956, 0.35064, -0.33562], [4.05937, 1.01402, -0.59959], [-0.24650, -0.64063, 0.03689], [-0.31913, -0.92406, -1.32140], [-0.69276, -2.18333, -1.75241], [-1.00317, -3.17127, -0.83243], [-0.93557, -2.89583, 0.52254], [-0.56101, -1.63636, 0.95648], [-5.24966, -1.99797, 0.89982], [-6.12628, -0.46873, 0.84260], [-4.64220, -0.60521, 1.78621], [-4.81251, -0.93071, -1.24931], [-3.33030, -0.93829, -0.30828], [-5.24125, 1.42122, -0.67891], [-3.67261, 1.20904, -1.46312], [-3.42886, 2.79270, 0.33789], [-4.16532, 1.68213, 1.51495], [-2.21240, 0.31666, 1.35864], [0.33300, 0.77528, 1.56332], [1.97227, -0.85324, 1.30751], [4.06249, -2.00874, 1.76947], [6.17200, -1.26201, 0.72705], [6.15634, 0.68556, -0.79792], [4.04098, 1.86561, -1.26280], [-0.07794, -0.14877, -2.03324], [-0.74514, -2.39331, -2.81005], [-1.29598, -4.15412, -1.16962], [-1.17479, -3.66175, 1.24548], [-0.50663, -1.42886, 2.01806]]
}

No. 4
{
  "formula": "C18H22BN12NiO2PS2",
  "method": "the ωB97M-V functional and the def2-TZVPD basis",
  "relative_energy_kcal_mol": 8.8,
  "total_charge": 1,
  "e_lumo_ev": [-3.041, -6.038],
  "max_force_ev_per_a": 1.4,
  "gap_ev": [8.166, 5.167],
  "energy_ev": -113675.83184,
  "s2": 3.818,
  "multiplicity": 4,
  "homo_ev": [-11.2, -11.2],
  "species": ["Ni", "C", "C", "N", "N", "C", "B", "N", "C", "C", "C", "N", "N", "C", "C", "C", "N", "N", "C", "C", "C", "N", "H", "H", "H", "H", "H", "H", "H", "H", "H", "H", "H", "H", "S", "C", "S", "C", "C", "N", "C", "N", "N", "C", "P", "O", "O", "C", "N", "H", "H", "H", "H", "H", "H", "H", "H", "H", "H"],
  "positions_angstrom": [[-0.32197, 0.02382, -0.77627], [3.56029, 1.35475, 0.39501], [2.23178, 1.64183, 0.09864], [1.53946, 0.51380, -0.00346], [2.38110, -0.50170, 0.21621], [3.61188, -0.02129, 0.45649], [1.94181, -1.98060, 0.06555], [0.62725, -2.19836, 0.86293], [0.37502, -3.01701, 1.89386], [-0.97561, -2.95820, 2.17317], [-1.48450, -2.05839, 1.24162], [-0.50799, -1.61502, 0.46389], [1.55923, -2.17418, -1.42322], [1.83724, -3.11585, -2.33999], [1.22728, -2.77413, -3.52805], [0.55949, -1.58546, -3.24837], [0.76284, -1.24660, -1.98380], [3.03676, -2.85334, 0.63797], [3.95164, -3.71028, 0.12683], [4.76906, -4.13062, 1.14746], [4.28848, -3.46139, 2.27958], [3.26475, -2.70716, 1.95352], [4.36101, 2.04952, 0.53736], [1.76954, 2.59768, -0.05548], [4.44588, -0.66163, 0.65010], [1.15254, -3.57503, 2.37305], [-1.50782, -3.49744, 2.92848], [-2.50192, -1.75402, 1.07644], [2.42136, -3.98503, -2.12119], [1.25474, -3.30448, -4.45682], [-0.03872, -0.98269, -3.90589], [3.99259, -3.96285, -0.91009], [5.58652, -4.81751, 1.09019], [4.64369, -3.49535, 3.28945], [-2.35043, -0.18738, -2.10831], [-2.09518, 1.45022, -2.50255], [-0.52238, 2.08249, -2.15362], [-3.09485, 2.25110, -3.05509], [-2.91435, 3.63513, -3.11023], [-2.72924, 4.76789, -3.01117], [-4.33430, 1.74323, -3.47052], [-5.35833, 1.35369, -3.81341], [-3.90552, 1.19059, 2.55319], [-2.76005, 2.08701, 2.80557], [-2.21212, 2.32310, 1.00470], [-3.50333, 2.53836, 0.29244], [-1.37858, 1.13411, 0.68416], [-1.23733, 3.92333, 0.91834], [-1.46377, 4.37783, -0.45780], [-3.54478, 0.26325, 2.29196], [-4.32482, 1.60042, 1.67136], [-4.58228, 1.10560, 3.31950], [-2.00837, 1.61113, 3.43041], [-3.09705, 3.01393, 3.26394], [-0.17781, 3.74309, 1.09495], [-1.61124, 4.65672, 1.63400], [-1.06012, 3.60954, -1.16090], [-1.06906, 5.29381, -0.68606], [-2.47941, 4.39595, -0.64002]]
}

No. 5
{
  "formula": "C18H22BN6OS4ScSe4",
  "method": "the ωB97M-V functional and the def2-TZVPD basis",
  "relative_energy_kcal_mol": 40.6,
  "total_charge": -2,
  "e_lumo_ev": 3.704,
  "max_force_ev_per_a": 7.1,
  "gap_ev": 3.571,
  "energy_ev": -356121.11299,
  "homo_ev": 0.1,
  "species": ["Sc", "C", "C", "C", "C", "C", "N", "N", "B", "N", "N", "C", "C", "C", "C", "C", "N", "N", "C", "C", "C", "C", "C", "H", "H", "H", "H", "H", "H", "H", "H", "H", "H", "H", "H", "H", "H", "H", "H", "H", "H", "H", "H", "H", "H", "O", "C", "S", "C", "C", "S", "S", "S", "Se", "Se", "Se", "Se"],
  "positions_angstrom": [[7.43694, 12.48705, 8.43698], [5.75226, 13.97235, 11.45216], [6.82103, 12.93611, 11.55838], [7.42072, 12.43909, 12.72918], [8.38329, 11.51077, 12.26381], [9.45426, 10.80954, 13.06927], [8.35716, 11.44485, 10.96435], [7.31690, 12.36361, 10.50887], [9.28433, 10.68054, 9.93375], [10.15479, 11.63624, 9.05593], [9.53844, 12.68187, 8.25175], [10.57810, 13.37203, 7.71094], [10.40877, 14.61726, 6.87402], [11.79587, 12.88090, 8.18464], [11.52024, 11.73009, 8.94778], [12.53122, 10.78020, 9.54790], [8.27317, 9.81366, 9.09857], [7.39624, 10.40915, 8.18045], [6.88369, 9.44495, 7.40282], [5.74983, 9.64770, 6.37994], [7.48749, 8.23231, 7.71680], [8.29906, 8.52145, 8.86409], [9.06317, 7.40843, 9.56989], [5.34461, 14.08458, 12.46915], [6.15259, 14.94532, 11.13153], [4.84450, 13.70154, 10.81442], [6.95841, 12.53570, 13.72893], [9.19715, 10.91057, 14.11354], [9.56784, 9.81137, 12.71964], [10.35325, 11.35145, 12.80810], [9.97380, 9.86793, 10.61523], [11.39755, 14.95328, 6.50196], [9.74155, 14.48218, 6.02391], [10.05289, 15.50577, 7.47496], [12.73430, 13.26167, 7.89700], [13.58651, 11.02082, 9.19612], [12.49976, 10.83685, 10.65392], [12.34997, 9.73985, 9.26368], [4.95499, 10.36280, 6.71242], [6.22246, 9.93792, 5.40997], [5.25915, 8.64003, 6.33524], [7.24197, 7.20405, 7.37524], [9.00767, 6.55084, 8.89143], [10.17065, 7.65626, 9.74720], [8.61396, 7.07258, 10.49636], [9.45641, 19.98603, 10.07863], [9.44630, 18.83806, 9.69923], [10.27069, 17.58572, 10.48260], [9.32860, 16.18091, 9.99704], [8.29765, 16.50981, 8.95952], [7.17388, 15.41263, 8.46684], [8.38998, 18.11768, 8.37104], [9.69059, 14.75483, 10.82752], [4.49278, 12.80774, 8.13875], [4.02583, 13.66796, 6.00808], [5.67331, 13.20248, 4.27058], [7.63028, 12.55476, 5.32477]]
}